DFT (ωB97M-V with the def2-TZVPD basis set) results for a structure of composition C8H12B2CoF4N4O4.

Values from the calculation:
Charge: +2
Multiplicity: 4
E_HOMO (alpha / beta): -0.658 / -0.626 Ha
Gap between HOMO and LUMO (alpha / beta): 0.2663 / 0.1680 Ha

The geometry in XYZ format:
```
35
Properties=species:S:1:pos:R:3:forces:R:3
Co 0.006066 0.005851 0.647063 0.1 -0.1 0.5
C -1.518134 3.715451 -0.607737 0.0 0.5 -0.2
C -1.272834 2.303351 -0.306737 0.2 0.0 0.1
N -0.114034 1.837051 0.101363 0.5 0.2 0.1
O 0.922566 2.627051 0.270463 -0.8 0.2 -0.5
B 1.989666 1.995651 1.141763 -0.7 -1.0 0.5
F 1.225866 1.207151 2.077363 0.1 0.1 0.0
F 2.837766 2.849751 1.631863 0.2 0.2 -0.1
O 2.634166 0.943651 0.239763 0.3 -0.5 -0.2
N 1.878866 -0.117949 0.114763 -0.5 0.6 0.0
C 2.337066 -1.270649 -0.292337 0.1 0.2 0.0
C 3.752166 -1.524349 -0.587937 0.5 0.1 -0.2
C 1.295466 -2.295049 -0.297937 -0.5 0.2 0.2
N 0.134966 -1.820049 0.101663 -0.2 -0.3 0.0
O -0.891534 -2.626549 0.260063 0.5 -0.1 -0.4
B -1.973534 -1.998549 1.122963 0.9 0.8 0.5
F -2.826934 -2.852949 1.602263 -0.2 -0.2 -0.1
F -1.220934 -1.210949 2.068063 -0.1 -0.1 0.0
O -2.610134 -0.946349 0.221063 -0.3 0.8 -0.3
N -1.858234 0.118751 0.097363 0.5 -0.8 0.1
C -2.312234 1.272951 -0.309937 -0.2 0.0 0.0
C -3.725934 1.528751 -0.616837 -0.4 0.0 -0.2
C 1.502666 -3.713649 -0.581437 -0.2 -0.6 -0.1
H -0.612734 4.309051 -0.483737 -0.1 -0.1 0.0
H -2.305434 4.112551 0.040863 0.0 -0.1 0.1
H -1.904434 3.843551 -1.625437 0.1 -0.1 0.0
H 4.339666 -0.613249 -0.472037 -0.1 -0.1 0.0
H 3.877466 -1.905749 -1.605737 -0.1 0.0 0.0
H 4.154266 -2.296349 0.073763 -0.1 0.0 0.1
H -4.319334 0.623051 -0.496337 0.0 0.1 0.0
H -3.842434 1.909451 -1.636737 0.1 -0.1 0.0
H -4.125334 2.309051 0.035963 0.1 0.0 0.1
H 2.520866 -3.944549 -0.878737 0.0 0.1 0.0
H 0.798166 -4.063949 -1.347237 0.1 0.2 0.0
H 1.226466 -4.311249 0.298463 0.1 0.1 0.0
```
Positions in Å, forces in eV/Å.

DFT (ωB97M-V with the def2-TZVPD basis set) results for a cluster of 2 separate species, C5H16N4 in total.

Values from the calculation:
E_HOMO: -0.309 Ha
Gap between HOMO and LUMO: 0.3467 Ha
Energy relative to the best compared isomer or geometry (same formula, charge and spin): 82.4 kJ/mol

The geometry in XYZ format:
```
25
Properties=species:S:1:pos:R:3:forces:R:3
C -0.566693 -1.134191 -2.707450 0.0 -0.2 0.0
N -0.275790 -0.754052 -1.350707 0.0 0.0 0.2
C -0.390789 -1.603662 -0.401830 -0.2 -0.1 -0.3
C -0.779565 -3.052834 -0.585670 0.1 0.2 -0.1
N -0.215591 -1.190556 0.875434 0.0 -0.2 0.4
H 0.050875 -1.972169 -3.050451 0.0 0.0 -0.1
H -1.616320 -1.419478 -2.840492 0.0 0.0 -0.1
H -0.362835 -0.273835 -3.344457 0.0 -0.1 -0.1
H -1.747936 -3.116982 -1.080665 0.0 0.0 0.0
H -0.835827 -3.573237 0.366766 0.0 0.0 0.0
H -0.048019 -3.552410 -1.220707 0.0 0.0 0.0
H 0.153729 -0.247529 1.045261 0.1 0.0 0.1
H -0.063704 -1.882824 1.587556 0.0 0.0 0.0
C 0.759787 1.867632 2.767751 0.2 0.0 0.1
N 0.846997 1.422933 1.394070 1.3 0.4 -0.9
C 0.147215 2.280081 0.448194 0.0 -0.1 -0.2
N 0.737625 1.932470 -0.831640 -0.4 0.3 -0.4
H -0.282963 1.817317 3.089951 0.0 0.0 0.0
H 1.107255 2.900479 2.918422 0.0 -0.1 0.0
H 1.347134 1.201998 3.399020 0.0 0.0 0.1
H 1.813818 1.434171 0.971336 -1.0 -0.1 1.2
H 0.336257 3.354142 0.637734 -0.2 -0.2 0.1
H -0.934961 2.074167 0.544736 0.1 0.2 -0.1
H 0.470296 0.966035 -1.071748 0.0 0.2 0.1
H 0.350003 2.522335 -1.560415 0.1 0.0 0.0
```
Positions in Å, forces in eV/Å.

DFT (ωB97M-V with the def2-TZVPD basis set) results for a structure of composition C21H28N2OTm.

Values from the calculation:
Charge: +3
Multiplicity: 3
E_HOMO (alpha / beta): -0.617 / -0.617 Ha
Gap between HOMO and LUMO (alpha / beta): 0.1616 / 0.1632 Ha

The geometry in XYZ format:
```
53
Properties=species:S:1:pos:R:3:forces:R:3
C 6.287709 -3.439721 3.409091 -5.3 1.1 -2.9
C 5.075188 -3.109068 2.981505 3.3 0.3 -0.6
C 3.867119 -2.505064 2.134598 0.3 0.0 0.1
C 4.048311 -2.193047 0.570752 -4.0 1.0 1.5
C 2.810174 -1.590646 -0.149838 1.8 -0.8 1.9
C 2.940113 -1.235809 -1.737745 0.0 -1.8 0.3
O 3.877151 -0.159753 -2.011253 -1.4 1.0 1.6
C 3.423570 1.109275 -1.501492 0.1 0.8 -1.1
C 2.153170 1.742172 -2.282719 0.9 1.3 0.4
C 1.435251 2.766265 -1.225173 0.1 -1.4 -0.2
C 1.417761 -1.271552 0.579707 0.1 -0.3 0.8
N 0.363023 -0.726151 -0.245590 -1.2 -0.2 4.9
C -0.826700 -0.435201 0.504802 2.9 -1.3 0.9
C -0.944356 -0.697456 2.048055 0.2 -0.4 0.9
C -2.344891 -0.267746 2.755341 0.4 0.5 -0.6
C -2.947891 1.120416 2.131906 -0.6 0.1 0.3
C -4.255873 0.899862 1.209535 -0.5 -0.1 -0.2
C -4.073933 1.387278 -0.326653 -0.9 0.6 -0.2
C -4.664488 0.346061 -1.419589 -0.1 0.1 -0.9
C -3.558629 -0.652589 -2.040032 0.0 0.0 0.4
C -2.335890 0.079862 -2.789232 -0.1 0.0 -0.4
N 0.055320 -1.278730 2.901020 0.0 1.5 -6.1
C 1.233155 -1.547924 2.102865 2.1 -0.8 -0.1
C 2.484217 -2.192954 2.862607 0.2 0.4 -2.0
H 7.374623 -3.828086 3.513887 -2.4 0.8 0.2
H 5.064769 -2.425032 0.076692 -2.0 0.5 0.7
H 1.925985 -1.068435 -2.242681 1.4 -0.1 1.1
H 3.389110 -2.189487 -2.228252 -0.6 1.8 0.8
H 3.173079 1.121165 -0.373070 0.2 -0.6 -0.9
H 4.300327 1.862846 -1.646037 -1.2 -1.4 0.1
H 1.423004 0.969691 -2.710490 1.0 1.3 0.9
H 2.584774 2.415936 -3.126406 -1.0 -1.4 1.2
H 0.511646 3.285249 -1.663774 1.4 -0.6 0.9
H 2.218795 3.577645 -0.905451 -1.8 -1.0 -2.7
H 1.199557 2.141545 -0.259030 0.0 1.1 -1.4
H -1.724908 0.006179 -0.048210 1.5 -0.8 0.8
H -3.127043 -1.085082 2.546081 1.3 1.0 0.4
H -2.223154 -0.136136 3.899562 0.1 -0.6 -2.0
H -3.246820 1.802824 3.014789 0.6 -1.2 -1.4
H -2.175018 1.710926 1.515272 -0.9 -0.9 1.0
H -4.609723 -0.210037 1.211439 0.8 1.8 0.1
H -5.152681 1.488768 1.658191 1.7 -1.0 -0.7
H -4.693176 2.366814 -0.436387 1.2 -1.6 0.1
H -2.978168 1.704303 -0.565307 -1.7 -0.7 0.4
H -5.553625 -0.256332 -0.971803 1.7 1.0 -0.6
H -5.125359 0.919417 -2.320141 0.8 -0.8 1.6
H -3.164319 -1.298248 -1.158310 -0.4 0.9 -1.5
H -4.027167 -1.394945 -2.799552 0.6 1.4 1.4
H -1.688550 -0.734284 -3.274000 -0.8 1.3 0.7
H -1.666676 0.717404 -2.098405 -1.0 -1.0 -0.9
H -2.680251 0.795576 -3.639895 0.4 -1.3 1.5
H 2.417367 -2.456805 3.989748 0.0 0.5 -2.1
Tm 3.023614 3.919589 0.730629 0.8 0.2 1.7
```
Positions in Å, forces in eV/Å.

Number 1: maximum force 0.0252 Eh/bohr, total energy -2663.43660 a.u.. Number 2: maximum force 0.0314 Eh/bohr, total energy -419.11432 a.u.. Number 3: maximum force 0.1219 Eh/bohr, total energy -2085.32562 a.u..